DFT (ωB97M-V/def2-TZVPD) results for a cluster of 2 separate species, C4H8O2 in total.

Values from the calculation:
SMILES string: C=CCC=O.O
Kohn-Sham gap in eV: 10.57
Calculated total energy in Ha: -307.65394
Charge: 0
ΔE to the lowest compared entry with this formula, charge and spin in eV: 1.592
2S+1: 1
Max |F| in eV/Å: 0.57

Last column: Mulliken charge in e.
Atoms and positions in Å:
1 O -1.52476 -0.01716 -1.95785  -0.657
2 O 1.18004 -0.89743 -1.59021  -0.530
3 C 0.20130 0.48777 1.27475  -0.114
4 C 1.42879 -0.82581 -0.40541  0.163
5 C 0.39457 -0.89476 0.69006  -0.664
6 C -0.83219 1.26189 0.95791  -0.704
7 H -0.67394 -0.48763 -1.97961  0.338
8 H 0.74916 -1.58735 1.46473  0.310
9 H -1.58537 0.91979 0.25073  0.299
10 H -0.54360 -1.26757 0.27071  0.347
11 H 2.47535 -0.66576 -0.07582  0.322
12 H -1.29415 0.87459 -2.24521  0.315
13 H -0.94419 2.25526 1.38432  0.259
14 H 0.96900 0.84416 1.96090  0.316